C21H21B2DyF4N7O6 as an isolated structure in a non-equilibrium geometry. Source: the OMol25 dataset; level of theory: the ωB97M-V functional and the def2-TZVPD basis.

```
! wB97M-V def2-TZVPD RIJCOSX def2/J DEFGRID3
* xyz 1 6
Dy 0.72843 -0.29363 -0.22839
F -0.28365 -4.59914 0.00076
F 1.79704 1.70847 -0.55152
F 0.60188 -2.47650 0.50854
F 1.94539 3.51317 -2.05890
O -1.22214 -2.75790 -1.04730
O -0.39844 3.93397 5.95401
O 1.08468 -3.52439 -1.54059
O 0.10504 2.13392 -2.22340
O -1.98198 2.78607 6.85703
O 2.39489 1.35088 -2.79560
N 2.20154 0.05489 -2.44258
N -1.22326 3.04069 5.94577
N -0.34495 1.84311 1.19662
N -1.02294 -1.45739 -1.37086
N -0.41002 0.91458 -1.91907
N -1.14928 -0.67455 1.70520
N 1.57218 -2.29550 -1.83848
C -2.22979 -2.26682 3.14933
C -0.73881 1.56590 2.46111
C -1.68545 0.87822 5.02096
C -2.20894 -1.39205 4.20048
C -1.69335 -0.10219 3.99065
C -1.24533 2.13065 4.78257
C -1.92872 -0.84120 -2.03060
C 2.79096 -0.40214 1.21218
C -1.18049 0.21677 2.72254
C 3.23730 -3.39675 -3.26875
C 2.54731 -2.22672 -2.65605
C 2.92014 -0.82763 -3.01628
C -0.80792 2.54707 3.47420
C -1.54681 0.56419 -2.38947
C -0.19699 4.14975 1.80289
C -0.52064 3.87765 3.10509
C 3.99600 -0.54135 -4.00681
C -2.40883 1.41627 -3.25233
C -1.69014 -1.86368 1.92402
C -0.10685 3.10376 0.88428
C -3.20726 -1.47904 -2.44870
B 1.56469 2.23046 -1.99134
B 0.01821 -3.42312 -0.56452
H 3.80222 -0.53165 0.80396
H -1.71561 -2.55494 1.09651
H -3.78298 -1.74939 -1.56102
H -1.91290 2.36286 -3.44485
H -2.98815 -2.41375 -2.96710
H -2.03575 0.61596 6.00958
H -2.61467 0.91645 -4.19974
H -3.36435 1.60226 -2.75842
H 3.18660 -3.35285 -4.35715
H 0.15824 3.31459 -0.14111
H 0.00117 5.16257 1.48298
H -2.59740 -1.66355 5.17405
H 4.29249 -3.39485 -2.98923
H -2.63455 -3.26395 3.24684
H 4.94666 -0.94527 -3.65499
H 2.78095 -4.31995 -2.92525
H 4.09317 0.53093 -4.14748
H -3.80774 -0.83513 -3.08228
H 2.91414 -0.26005 2.29376
H -0.56789 4.67100 3.83043
H 3.77363 -1.01003 -4.96620
*
```

Gap between HOMO and LUMO (spin up / spin down) ... 7.4 / 5.3 eV
Highest occupied orbital energy (spin up / spin down) ... -11.74 / -11.74 eV
Energy ... -81134.589 eV
ΔE to the lowest compared entry with this formula, charge and spin ... 2.9104 eV